(1)
# C5H33NO11

A cluster of 11 separate species, C5H33NO11 in total (ωB97M-V/def2-TZVPD, OMol25).

For the electronic energy, the calculation gives -29730.8908 eV. Its molecular weight is 283.31 g/mol. The calculation puts the frontier orbital gap at 8.9905 eV. As for the SMILES: CCC[C@H](N)CO.O.O.O.O.O.O.O.O.O.O. The LUMO energy is -0.00209 hartree. For the relative energy (zero: lowest compared OMol25 entry of this formula, charge and spin), the calculation gives 4.5369 eV.

Structure (ORCA input):
```
! RIJCOSX wB97M-V def2-TZVPD def2/J DEFGRID3
* xyz 0 1
O 0.30 0.72 1.83
O -1.70 -2.77 -3.18
O 3.25 1.02 4.33
O 2.40 4.39 -1.22
O -2.79 -3.65 -0.65
O -2.46 0.20 3.28
O -2.06 -2.66 2.04
O -0.88 3.22 0.13
O 1.94 2.23 -2.33
O -0.37 2.11 4.01
O -0.42 2.44 -3.80
N -0.46 0.66 -1.56
C 0.92 0.22 -1.32
C 0.22 -2.21 -0.27
C 1.85 0.78 -2.44
C 0.91 -1.47 -1.50
C 1.11 -3.04 0.68
H -2.13 -1.67 2.15
H -2.53 -3.05 -3.44
H -3.71 -3.35 -0.82
H -0.95 1.12 -0.83
H -0.27 -0.02 2.10
H 3.73 0.66 3.56
H 0.99 -2.70 1.66
H 2.17 -2.90 0.60
H -0.09 1.60 4.81
H 0.94 -4.16 0.65
H 0.60 -1.66 -2.52
H -0.15 1.41 1.21
H -0.73 2.48 -4.68
H -1.18 -0.03 -1.98
H -3.34 0.56 3.48
H -0.59 -2.84 -0.72
H 2.88 0.49 -2.41
H 1.25 0.49 -0.26
H 0.37 2.02 3.35
H -0.79 1.54 -3.39
H 1.05 2.50 -2.63
H 1.99 3.53 -1.53
H 3.28 4.06 -1.11
H 2.81 1.90 4.08
H 1.47 0.40 -3.34
H -0.83 3.60 -0.78
H -0.99 3.70 0.87
H -1.73 -2.89 -2.15
H -2.22 -2.89 2.99
H -0.40 -1.60 0.26
H 1.96 -1.70 -1.51
H -2.71 -3.28 0.34
H -1.91 0.53 3.97
*
```

---

(2)
# H12O6

A structure of composition H12O6 (ωB97M-V/def2-TZVPD, OMol25).

For the electronic energy, the calculation gives -12471.0944 eV. Its molecular weight is 108.09 g/mol. The calculation puts the frontier orbital gap at 9.2506 eV. The LUMO energy is -0.00539 hartree. For the relative energy (zero: lowest compared OMol25 entry of this formula, charge and spin), the calculation gives 10.0193 eV.

Structure (ORCA input):
```
! RIJCOSX wB97M-V def2-TZVPD def2/J DEFGRID3
* xyz 0 1
O 0.39 -0.41 -1.70
O 0.84 0.30 0.77
O -1.51 0.61 2.59
O -0.81 0.51 -0.21
O 1.82 0.85 -1.18
O -1.40 -1.37 0.33
H 0.04 -1.29 -1.59
H 1.13 0.24 -1.45
H -0.93 -0.56 0.16
H -0.29 0.52 -1.01
H -0.60 0.55 2.87
H 1.63 0.30 0.22
H -1.53 0.17 1.74
H -0.19 0.75 0.48
H 0.05 -0.12 -2.55
H 1.02 -0.35 1.45
H -2.30 -1.09 0.50
H 2.63 0.40 -1.41
*
```

---

(3)
# C4H7NO2

An isolated molecule of C4H7NO2 (ωB97M-V/def2-TZVPD, OMol25).

For the electronic energy, the calculation gives -9846.5851 eV. Its molecular weight is 101.10 g/mol. The calculation puts the frontier orbital gap at 10.6208 eV. As for the SMILES: NC(=O)CCC=O. The LUMO energy is 0.02492 hartree. For the relative energy (zero: lowest compared OMol25 entry of this formula, charge and spin), the calculation gives 0.6946 eV.

Structure (ORCA input):
```
! RIJCOSX wB97M-V def2-TZVPD def2/J DEFGRID3
* xyz 0 1
O -2.52 0.79 -0.14
O 2.94 0.05 -0.42
N -1.75 -1.33 -0.30
C 0.80 -0.18 0.65
C -1.58 0.04 -0.21
C 2.21 0.35 0.49
C -0.15 0.53 -0.32
H 2.54 1.07 1.26
H -2.72 -1.60 -0.24
H 0.18 0.40 -1.35
H 0.48 0.05 1.67
H -1.19 -1.98 0.22
H -0.19 1.60 -0.12
H 0.83 -1.24 0.43
*
```

---

(4)
# C3H4N3O3S

The ion C3H4N3O3S with charge -1 (ωB97M-V/def2-TZVPD, OMol25).

For the electronic energy, the calculation gives -24623.1005 eV. Its molecular weight is 162.15 g/mol. The calculation puts the frontier orbital gap at 8.8102 eV. As for the SMILES: O=S(=O)([O-])N1C=CCN=N1. The LUMO energy is 0.13581 hartree. For the relative energy (zero: lowest compared OMol25 entry of this formula, charge and spin), the calculation gives 1.7556 eV.

Structure (ORCA input):
```
! RIJCOSX wB97M-V def2-TZVPD def2/J DEFGRID3
* xyz -1 1
S 2.32 0.31 0.04
O 2.13 0.36 -1.38
O 3.17 -0.68 0.66
O 2.51 1.60 0.62
N 0.31 -1.52 0.04
N -0.85 -1.78 -0.20
N 0.66 -0.28 0.52
C -0.13 0.80 0.14
C -1.42 0.59 -0.20
C -1.98 -0.76 0.07
H -1.91 1.48 -0.50
H -2.73 -0.98 -0.71
H 0.35 1.70 -0.19
H -2.44 -0.86 1.08
*
```

---

(5)
# C48H76N4O7

A cluster of 11 separate species, C48H76N4O7 in total (ωB97M-V/def2-TZVPD, OMol25).

For the electronic energy, the calculation gives -71293.1982 eV. Its molecular weight is 821.16 g/mol. The calculation puts the frontier orbital gap at 9.4866 eV. As for the SMILES: c1ccncc1.c1ccncc1.c1ccncc1.c1ccncc1.C1CCOC1.C1CCOC1.C1CCOC1.C1CCOC1.C1CCOC1.C1CCOC1.C1CCOC1. The LUMO energy is 0.01196 hartree. For the relative energy (zero: lowest compared OMol25 entry of this formula, charge and spin), the calculation gives 4.5173 eV.

Structure (ORCA input):
```
! RIJCOSX wB97M-V def2-TZVPD def2/J DEFGRID3
* xyz 0 1
O -0.12 5.30 4.18
O -1.10 5.15 -0.08
O -2.71 -0.19 6.66
O 2.89 2.36 -4.21
O 3.04 -1.91 1.56
O -0.51 -2.85 -5.26
O -4.85 -4.62 1.22
N 5.05 2.42 -0.04
N -0.81 -6.51 0.95
N 0.70 -0.04 -1.08
N 3.00 -5.91 -4.98
C 5.17 -1.91 2.22
C 2.15 -3.93 -3.93
C -6.47 -3.37 0.17
C -3.15 4.38 0.32
C -1.84 -1.29 -6.47
C -4.03 -3.61 0.52
C -1.79 -2.62 -4.57
C 0.95 2.87 -3.27
C -3.38 -1.36 6.27
C -1.78 6.36 0.51
C -0.80 -6.01 -0.34
C 0.38 4.86 5.47
C -2.36 -1.35 -5.14
C 4.38 -4.65 -3.49
C 1.22 4.01 -4.20
C 0.49 1.00 -0.31
C -6.20 -4.16 1.42
C 3.82 4.76 0.98
C 5.14 4.35 1.39
C -0.03 -5.91 1.89
C 3.60 -0.65 1.12
C 0.79 -4.31 0.33
C 3.37 -3.72 -3.31
C 1.68 1.71 -3.86
C 5.15 -0.81 1.20
C -2.11 4.43 -0.82
C -5.10 -2.76 -0.08
C 4.19 -5.73 -4.33
C 2.61 3.62 -4.77
C 4.12 -2.85 1.77
C -0.40 -1.88 -6.33
C -0.53 1.04 0.62
C 3.10 3.89 0.17
C -3.39 -1.24 4.78
C 0.99 3.30 3.92
C -1.26 -0.18 0.83
C 0.15 4.36 3.12
C -3.02 0.90 5.84
C 5.73 3.23 0.86
C 0.73 -4.85 1.62
C 3.81 2.80 -0.38
C -3.18 5.82 0.84
C 1.47 3.92 5.26
C 0.00 -4.92 -0.66
C 1.98 -5.10 -4.69
C -1.14 -1.21 -0.12
C -3.66 0.19 4.65
C -0.12 -1.13 -1.01
H 0.30 -1.07 -6.11
H 4.89 -1.39 3.14
H -2.41 4.99 -1.71
H -2.00 -0.17 1.61
H 0.35 2.49 4.29
H 2.46 4.32 5.03
H -4.96 -2.51 -1.14
H -2.13 1.43 5.49
H 1.58 3.19 6.06
H 1.20 1.80 -0.44
H -0.02 -6.28 2.91
H -7.29 -2.67 0.27
H 1.34 -4.40 2.39
H -1.53 -6.42 -1.02
H 4.39 -3.41 0.87
H -1.73 -2.33 -3.52
H -3.56 6.03 1.84
H 5.67 5.06 2.01
H 5.36 -4.52 -3.06
H 3.39 5.72 1.22
H -0.86 4.03 2.86
H -0.62 1.88 1.29
H -3.73 1.56 6.34
H -1.66 7.22 -0.15
H 0.53 4.15 -5.03
H -4.12 4.14 -0.12
H -5.07 -1.81 0.46
H 3.35 2.20 -1.15
H -4.74 0.36 4.57
H 1.27 1.30 -4.79
H -4.05 -1.84 4.15
H 1.30 -3.27 -3.79
H 5.61 -1.04 0.24
H -3.45 -1.31 -5.09
H -3.99 6.33 0.32
H -4.31 -1.49 6.82
H -1.83 3.46 -1.24
H -2.35 -1.32 4.45
H 3.31 0.20 1.73
H -1.23 6.72 1.38
H 0.67 5.70 6.10
H 1.29 3.09 -2.25
H -0.04 -2.31 -7.26
H 1.89 0.83 -3.26
H 5.64 0.09 1.58
H 6.71 2.95 1.21
H -3.33 -4.06 -0.18
H 1.71 2.81 3.28
H 1.31 5.01 -3.77
H -1.82 -0.31 -6.94
H -6.70 -4.04 -0.65
H 0.71 4.89 2.35
H 2.54 3.49 -5.84
H -1.72 -2.12 -0.08
H -2.03 -0.51 -4.51
H 4.97 -6.44 -4.55
H -2.51 -3.39 -4.85
H -2.66 3.61 0.91
H -2.50 -1.94 -7.05
H -2.89 -2.24 6.68
H -0.53 4.43 5.89
H 3.26 -0.41 0.11
H -3.45 -3.12 1.30
H 2.17 4.16 -0.32
H 1.02 -5.42 -5.05
H 3.36 -2.90 -2.60
H -6.86 -5.02 1.38
H -0.10 -4.70 -1.71
H 3.94 -3.45 2.66
H -0.13 2.75 -3.24
H -3.27 0.75 3.80
H 6.16 -2.35 2.41
H -6.28 -3.49 2.28
H -0.01 -2.00 -1.64
H 3.42 4.32 -4.54
H 1.40 -3.47 0.07
*
```

---

(6)
# C6H6S2

An isolated molecule of C6H6S2 (ωB97M-V/def2-TZVPD, OMol25).

For the electronic energy, the calculation gives -27984.8259 eV. Its molecular weight is 142.25 g/mol. The calculation puts the frontier orbital gap (spin up / spin down) at 7.3319 / 7.3379 eV. The LUMO energy (spin up / spin down) is -0.02002 / -0.01643 hartree. For the relative energy (zero: lowest compared OMol25 entry of this formula, charge and spin), the calculation gives 3.6006 eV.

Structure (ORCA input):
```
! RIJCOSX wB97M-V def2-TZVPD def2/J DEFGRID3
* xyz 0 1
S 3.27 -0.89 0.54
S 3.28 0.99 -0.29
C 0.64 -0.02 -0.01
C -1.16 1.57 0.43
C -0.38 -0.94 -0.36
C 2.00 -0.25 -0.59
C -2.03 0.58 0.43
C -1.69 -0.70 -0.10
H -0.10 -1.82 -0.92
H -0.97 2.48 0.95
H 2.03 -0.69 -1.58
H -2.45 -1.45 -0.24
H 0.63 0.42 0.98
H -3.06 0.73 0.77
*
```

---

(7)
# C36H63N9

A cluster of 9 separate species, C36H63N9 in total (ωB97M-V/def2-TZVPD, OMol25).

For the electronic energy, the calculation gives -51762.8491 eV. Its molecular weight is 621.96 g/mol. The calculation puts the frontier orbital gap at 11.3630 eV. As for the SMILES: CCCC#N.CCCC#N.CCCC#N.CCCC#N.CCCC#N.CCCC#N.CCCC#N.CCCC#N.CCCC#N. The LUMO energy is 0.01425 hartree. For the relative energy (zero: lowest compared OMol25 entry of this formula, charge and spin), the calculation gives 1.1703 eV.

Structure (ORCA input):
```
! RIJCOSX wB97M-V def2-TZVPD def2/J DEFGRID3
* xyz 0 1
N -0.90 -6.12 -1.66
N 2.05 3.61 -4.28
N -2.94 -2.32 -6.59
N -2.50 1.23 2.59
N -2.36 -1.42 -2.28
N 3.27 -0.79 0.97
N 4.41 5.29 -2.15
N 3.36 4.23 5.98
N -1.37 -2.31 2.65
C 4.48 2.35 -0.30
C -4.01 2.30 5.85
C -4.79 -4.95 -4.98
C 3.14 -1.70 0.27
C 3.21 6.71 -5.39
C -3.30 -5.35 -5.03
C -0.08 -0.71 4.20
C 1.48 -3.37 -0.44
C 4.05 4.54 -1.38
C 4.47 1.56 -1.59
C 3.32 4.44 3.40
C -2.47 -4.11 -4.71
C 0.04 1.37 -2.26
C -3.85 0.77 5.69
C 1.47 2.82 3.09
C -1.10 -0.05 -0.51
C 1.33 -3.92 1.01
C -1.54 -5.36 -1.08
C 0.25 0.38 -1.16
C 2.90 -2.85 -0.61
C -1.91 -0.78 -1.46
C 1.89 4.24 2.93
C -4.20 0.28 4.31
C -2.48 -4.40 -0.50
C -0.81 -1.54 3.29
C -3.29 0.85 3.31
C -0.16 -2.35 6.07
C 3.43 4.32 4.84
C -3.91 -4.56 -0.85
C -2.65 -3.05 -5.75
C 3.61 3.54 -0.42
C 2.02 4.75 -4.38
C 2.13 6.21 -4.48
C 2.88 6.36 -6.84
C 0.77 -1.47 5.19
C -4.45 -5.86 -0.27
H -2.11 -3.40 -0.79
H 0.75 -2.58 -0.64
H -4.44 0.28 6.48
H 2.57 3.28 -0.60
H -0.91 -1.76 6.61
H 0.96 1.79 -2.66
H -1.64 0.88 -0.29
H 0.78 0.91 -0.36
H -0.65 -3.12 5.48
H 0.88 -0.47 -1.48
H 0.40 -4.48 1.07
H -2.83 -3.73 -3.75
H 1.88 6.71 -7.08
H -3.98 2.58 6.91
H -3.00 -6.11 -4.29
H -1.42 -4.38 -4.58
H -0.49 2.25 -1.87
H 2.89 5.31 -7.08
H -2.34 -4.48 0.59
H 2.14 -4.61 1.27
H -0.74 -0.02 4.71
H 3.47 1.22 -1.86
H 1.24 -4.19 -1.12
H 3.66 -3.62 -0.41
H -3.95 -6.74 -0.65
H 3.13 -2.49 -1.61
H 4.86 2.20 -2.39
H 1.47 -2.05 4.58
H 1.23 4.93 3.44
H -4.92 2.67 5.38
H 0.61 2.56 2.47
H 1.27 -3.22 1.85
H -5.21 0.58 4.02
H 3.18 7.80 -5.27
H -3.01 -5.64 -6.03
H -2.79 0.51 5.87
H 2.30 6.53 -3.45
H 0.59 -0.17 3.54
H 1.91 4.58 1.90
H -4.45 -3.68 -0.51
H 1.23 2.50 4.12
H 1.15 6.60 -4.78
H 3.57 4.10 0.53
H 3.67 5.44 3.12
H -5.00 -4.34 -4.09
H -4.21 -0.81 4.24
H -4.27 -5.79 0.80
H 4.18 6.30 -5.07
H -5.44 -5.81 -4.87
H -3.17 2.82 5.39
H -3.91 -4.61 -1.95
H 0.50 -2.83 6.78
H 1.34 -0.78 5.81
H -1.03 -0.59 0.43
H 4.00 1.74 0.47
H 2.28 2.12 2.80
H -5.14 -4.45 -5.90
H 3.56 6.89 -7.48
H -0.57 1.04 -3.10
H 5.11 0.69 -1.52
H -5.53 -5.93 -0.40
H 5.50 2.59 -0.02
H 4.01 3.69 3.00
*
```

---

(8)
# C13H21F5OP2STi

A structure of composition C13H21F5OP2STi (ωB97M-V/def2-TZVPD, OMol25).

For the electronic energy, the calculation gives -81964.5230 eV. Its molecular weight is 430.18 g/mol. The calculation puts the frontier orbital gap at 6.3717 eV. The LUMO energy is -0.33566 hartree. For the relative energy (zero: lowest compared OMol25 entry of this formula, charge and spin), the calculation gives 0.1598 eV.

Structure (ORCA input):
```
! RIJCOSX wB97M-V def2-TZVPD def2/J DEFGRID3
* xyz 2 1
Ti 0.23 0.30 -0.07
S 1.90 1.21 -1.64
P -1.51 0.61 -1.85
P 0.80 -0.84 2.04
F 6.43 2.53 0.65
F 4.87 4.93 -3.21
F 2.63 3.44 -3.17
F 4.11 1.04 0.63
F 6.83 4.40 -1.32
O 1.32 3.16 0.74
C 1.28 0.42 3.28
C 4.34 1.93 -0.36
C 2.25 -1.96 2.04
C -1.52 2.42 -2.10
C 3.40 2.14 -1.38
C -0.42 -1.89 2.92
C 5.48 2.72 -0.29
C 5.68 3.70 -1.28
C 3.60 3.16 -2.29
C 1.17 2.15 0.07
C -3.24 0.02 -1.70
C 4.72 3.97 -2.27
C -0.90 -0.16 -3.40
H 0.43 1.10 3.43
H -0.02 -2.37 3.83
H -1.82 2.90 -1.16
H -0.76 -2.67 2.23
H -3.72 0.50 -0.84
H 1.55 -0.06 4.23
H -3.21 -1.06 -1.51
H -3.87 0.18 -2.58
H 0.35 -4.20 -2.25
H 0.03 0.32 -3.74
H -0.53 2.79 -2.38
H -0.70 -1.22 -3.22
H -1.01 0.47 1.01
H 0.74 -4.41 -1.65
H -2.23 2.73 -2.88
H 3.16 -1.40 1.77
H -1.63 -0.09 -4.22
H -1.30 -1.28 3.19
H 2.09 -2.77 1.31
H 2.41 -2.40 3.04
H 2.14 0.99 2.91
*
```

---

(9)
# C2H10N4O

A cluster of 2 separate species, C2H10N4O in total (ωB97M-V/def2-TZVPD, OMol25).

For the electronic energy, the calculation gives -10245.0306 eV. Its molecular weight is 106.13 g/mol. The calculation puts the frontier orbital gap at 9.3356 eV. As for the SMILES: NC(N)=O.NCN. The LUMO energy is 0.02592 hartree. For the relative energy (zero: lowest compared OMol25 entry of this formula, charge and spin), the calculation gives 0.0958 eV.

Structure (ORCA input):
```
! RIJCOSX wB97M-V def2-TZVPD def2/J DEFGRID3
* xyz 0 1
O 0.39 0.77 2.05
N 2.20 0.12 0.81
N -0.41 0.57 -2.17
N 0.64 -1.43 1.53
N -1.74 0.51 -0.05
C 1.03 -0.12 1.51
C -1.33 -0.14 -1.28
H 0.34 0.98 -1.63
H -0.91 1.35 -2.59
H -1.01 0.59 0.65
H 2.40 1.10 0.70
H 1.35 -2.14 1.40
H -0.83 -1.08 -1.00
H -2.22 -0.40 -1.86
H -2.17 1.40 -0.25
H -0.07 -1.65 2.21
H 2.34 -0.45 -0.01
*
```

---

(10)
# C10H11Cl6RhW

A structure of composition C10H11Cl6RhW (ωB97M-V/def2-TZVPD, OMol25).

For the electronic energy, the calculation gives -90506.6237 eV. Its molecular weight is 630.66 g/mol. The calculation puts the frontier orbital gap (spin up / spin down) at 4.8188 / 3.1640 eV. The LUMO energy (spin up / spin down) is -0.04195 / -0.19126 hartree. For the relative energy (zero: lowest compared OMol25 entry of this formula, charge and spin), the calculation gives 0.0000 eV.

Structure (ORCA input):
```
! RIJCOSX wB97M-V def2-TZVPD def2/J DEFGRID3
* xyz 0 7
W 0.00 0.31 0.11
Rh -1.91 1.35 -1.09
Cl 1.67 -1.98 6.20
Cl 2.66 0.86 5.30
Cl 2.15 1.75 2.25
Cl -0.72 2.46 0.72
Cl -0.70 -2.37 1.14
Cl -0.04 -3.75 4.19
C 0.48 -2.18 3.75
C 1.72 -0.10 4.26
C 1.40 0.35 2.97
C -1.03 -0.38 -1.50
C -3.76 1.25 -0.09
C 1.25 -1.40 4.65
C 0.14 -1.64 2.50
C 0.53 -0.35 2.15
C 1.83 -0.13 -0.57
C -1.63 3.00 -2.39
H -0.64 -0.22 -2.52
H 2.33 -0.92 0.03
H -3.85 0.19 0.20
H 2.46 0.77 -0.48
H 1.83 -0.45 -1.62
H -4.58 1.53 -0.77
H -1.82 -1.15 -1.51
H -1.33 3.89 -1.81
H -2.53 3.19 -2.99
H -0.81 2.67 -3.03
H -3.73 1.89 0.80
*
```